# 1
28
Properties=species:S:1:pos:R:3:mulliken_charge:R:1 method="wB97M-V/def2-TZVPD" e_lumo_ev=-2.9311 homo_energy_ev=-11.9 spin_multiplicity=1 gap_ev=8.96 fmax_ev_per_a=0.85 charge=+1
C -2.94 -0.29 -1.68 -1.004
C -2.24 0.37 0.59 0.886
N -2.52 0.67 -0.67 -0.151
N -1.93 1.34 1.45 -0.363
N -2.25 -0.90 1.00 -0.382
H -2.50 1.65 -0.91 0.219
H -1.88 2.29 1.19 0.184
H -1.73 1.10 2.41 0.196
H -2.46 -1.66 0.37 0.173
H -2.08 -1.13 1.97 0.214
H -3.50 0.25 -2.43 0.336
H -3.63 -1.01 -1.24 0.339
H -2.10 -0.81 -2.14 0.342
C 2.95 -2.35 -0.39 -1.402
C 1.15 1.54 0.13 -0.660
C 1.69 1.17 -1.10 -0.551
C 1.22 0.64 1.19 -0.462
C 2.27 -0.09 -1.26 -0.440
C 1.76 -0.62 1.02 -0.602
C 2.31 -0.99 -0.20 0.906
H 0.63 2.48 0.23 0.542
H 1.64 1.85 -1.93 0.408
H 0.84 0.94 2.15 0.508
H 2.70 -0.35 -2.22 0.421
H 1.75 -1.31 1.86 0.335
H 2.88 -2.91 0.54 0.349
H 4.01 -2.19 -0.60 0.330
H 2.52 -2.93 -1.20 0.330



# 2
83
Properties=species:S:1:pos:R:3:mulliken_charge:R:1 method="wB97M-V/def2-TZVPD" e_lumo_ev="-6.6018 / -7.8338" homo_energy_ev="-12.2 / -12.1" spin_multiplicity=4 gap_ev="5.62 / 4.31" fmax_ev_per_a=2.48 charge=+2
Re 0.52 -0.41 0.03 -0.201
C 1.99 -4.37 0.83 -1.898
C 1.85 -2.96 0.40 1.518
N 0.88 -2.21 0.88 1.751
N 0.04 -2.66 1.78 -1.819
C -0.89 -1.79 2.15 0.170
O -0.96 -0.63 1.62 0.289
C -1.77 -2.21 3.24 -0.046
C -2.11 -1.32 4.26 -0.077
C -2.85 -1.78 5.33 -0.914
C -3.32 -3.08 5.35 -0.428
C -3.01 -3.95 4.32 -0.811
C -2.21 -3.53 3.27 -0.305
C 2.69 -2.29 -0.56 0.735
C 3.86 -2.84 -1.10 -1.052
C 4.63 -2.10 -1.97 -0.575
C 4.20 -0.82 -2.33 -1.249
C 3.03 -0.34 -1.78 0.466
N 2.29 -1.03 -0.91 0.353
H 1.56 -4.48 1.83 0.424
H 1.42 -5.01 0.16 0.302
H 3.02 -4.72 0.83 0.507
H -1.75 -0.31 4.24 0.399
H -3.06 -1.12 6.16 0.433
H -3.92 -3.42 6.18 0.424
H -3.37 -4.97 4.33 0.429
H -1.93 -4.20 2.48 0.453
H 4.15 -3.85 -0.84 0.442
H 5.55 -2.49 -2.37 0.475
H 4.73 -0.21 -3.03 0.564
H 2.65 0.63 -2.09 0.314
C -4.56 2.17 -1.20 -0.585
C -4.70 0.73 -0.74 -0.780
S -3.42 0.06 0.38 0.018
C -3.19 1.40 1.59 -1.067
C -1.92 2.19 1.31 -0.776
S -1.23 1.69 -0.33 0.161
C -0.92 3.32 -1.08 -0.715
C -2.26 3.85 -1.56 -0.859
S -3.14 2.45 -2.34 -0.035
H -4.47 2.85 -0.36 0.199
H -5.46 2.43 -1.76 0.509
H -4.68 0.05 -1.60 0.428
H -5.66 0.61 -0.23 0.456
H -3.13 0.90 2.56 0.313
H -4.08 2.03 1.59 0.619
H -1.14 1.97 2.04 0.134
H -2.10 3.26 1.29 0.769
H -0.29 3.12 -1.95 0.298
H -0.41 3.99 -0.39 0.580
H -2.14 4.61 -2.33 0.552
H -2.88 4.25 -0.75 0.414
N 4.99 4.09 3.46 -0.354
C 3.93 3.42 3.90 0.103
S 3.36 3.62 5.45 -0.295
C 3.20 2.53 2.99 0.998
C 3.10 2.78 1.62 -0.923
C 2.34 1.94 0.83 -0.267
N 1.68 0.88 1.30 0.428
C 1.76 0.64 2.62 -0.556
C 2.49 1.43 3.48 -0.707
H 5.47 4.71 4.09 0.230
H 5.43 3.90 2.57 0.197
H 3.58 3.63 1.16 0.428
H 2.23 2.14 -0.24 0.401
H 1.21 -0.22 3.00 0.529
H 2.51 1.20 4.53 0.466
O -0.36 2.48 -3.92 -0.681
S 0.52 1.35 -3.88 0.986
O 1.93 1.62 -3.87 -0.670
N 0.17 0.49 -2.47 -0.262
C -0.37 -0.66 -2.79 1.454
S -0.82 -1.71 -1.54 -0.654
C -0.46 -0.98 -4.20 0.190
C -0.90 -2.18 -4.76 -0.891
C -0.81 -2.31 -6.14 -0.710
C -0.31 -1.29 -6.93 -0.588
C 0.11 -0.08 -6.36 -0.749
C 0.03 0.04 -5.00 0.228
H -1.27 -2.97 -4.14 0.531
H -1.13 -3.23 -6.61 0.453
H -0.23 -1.42 -8.00 0.446
H 0.49 0.72 -6.97 0.535